This record from the OMol25 dataset describes a 12-piece molecular cluster, C6H33NO12 overall in a non-equilibrium geometry. The level of theory is ωB97M-V/def2-TZVPD.

Last columns: bonded neighbours and bond lengths (Å).
CARTESIAN COORDINATES (ANGSTROEM)
1 H -0.06282 -0.19735 -2.82568  C12 1.029
2 H -1.61581 -2.45926 0.27057  O8 0.933
3 H -4.22513 -0.39583 -1.97089  C29 1.173
4 O -4.00469 -1.29075 0.71716  H24 0.978, H47 0.948
5 H -0.90925 1.22861 -3.07203  C12 1.069
6 H -3.46670 1.23690 -2.16612  C29 1.062
7 H 1.82235 0.45227 -2.74399  O19 0.997
8 O -2.17036 -2.97716 -0.27288  H2 0.933, H43 0.951
9 C -0.29865 1.02225 -1.05272  H11 1.086, C12 1.543, H20 1.115, C33 1.503
10 H -0.51680 -2.34543 2.66864  O14 0.953
11 H -1.02229 1.71729 -0.63610  C9 1.086
12 C -0.76545 0.41654 -2.39251  H1 1.029, H5 1.069, C9 1.543, C27 1.510
13 C 1.06105 -1.92612 -0.98802  H23 1.108, H37 1.066, N42 1.453, H50 1.164
14 O 0.40266 -2.59496 2.67632  H10 0.953, H26 0.928
15 H 4.00457 -0.46338 1.79278  O35 0.928
16 H 2.18716 2.26377 0.39831  O41 0.950
17 H 0.17936 2.17152 1.18825  O28 1.011
18 H 3.44789 2.27196 -0.54364  O41 0.972
19 O 2.75864 0.60335 -2.43553  H7 0.997, H39 0.976
20 H 0.62928 1.62792 -1.17636  C9 1.115
21 O -0.35512 0.55478 1.22482  H22 1.118, C33 1.355
22 H 0.29353 0.23534 2.07691  O21 1.118
23 H 2.14537 -1.69949 -0.99215  C13 1.108
24 H -3.68037 -1.91317 0.03675  O4 0.978
25 H 3.74848 2.09912 -2.49739  O46 0.982
26 H 0.61170 -2.46186 1.78243  O14 0.928
27 C -2.04093 -0.36257 -2.17719  C12 1.510, C29 1.316, H34 1.131
28 O 0.73999 2.98974 0.99163  H17 1.011, H31 0.927
29 C -3.22767 0.20290 -2.11863  H3 1.173, H6 1.062, C27 1.316
30 H -2.44444 1.13479 0.67492  O45 0.993
31 H 0.81986 3.47480 1.77771  O28 0.927
32 H -1.39316 -0.59898 2.03798  O48 0.936
33 C 0.00043 0.02327 0.03033  C9 1.503, O21 1.355, N42 1.275
34 H -1.88825 -1.47918 -2.08561  C27 1.131
35 O 3.53295 0.25396 2.14414  H15 0.928, H36 1.025
36 H 3.35136 0.83984 1.32322  O35 1.025
37 H 0.68793 -1.73911 -1.96897  C13 1.066
38 H -2.26518 -0.91035 3.21256  O48 0.960
39 H 2.68038 0.77850 -1.47862  O19 0.976
40 H -3.82991 0.49977 0.43137  O45 0.916
41 O 2.86011 1.72346 0.00219  H16 0.950, H18 0.972
42 N 0.46032 -1.16471 0.09360  C13 1.453, C33 1.275
43 H -2.24176 -3.80465 0.19115  O8 0.951
44 O 1.08399 -0.11253 3.13586  H51 1.011, H52 0.997
45 O -3.39249 1.30452 0.43459  H30 0.993, H40 0.916
46 O 4.07647 2.91983 -2.06947  H25 0.982, H49 0.966
47 H -3.32200 -1.35869 1.37079  O4 0.948
48 O -1.90835 -1.28818 2.40566  H32 0.936, H38 0.960
49 H 3.59857 3.62219 -2.52987  O46 0.966
50 H 0.87048 -3.06500 -0.83792  C13 1.164
51 H 2.03455 0.04109 2.82865  O44 1.011
52 H 0.95815 -1.10161 3.11303  O44 0.997

Results
**SMILES**: C=CCC/C(O)=N\C.O.O.O.O.O.O.O.O.O.O.O
**HOMO energy**: -0.347 Eh
**Total charge**: 0
**Relative energy (zero: lowest compared OMol25 entry of this formula, charge and spin)**: 237.6 kJ/mol
**LUMO energy**: 0.010 Ha